Formula: C20H28N2O3
Source: OMol25
Level of theory: ωB97M-V with the def2-TZVPD basis set

**Charge**: 0
**E**: -30318.6800 eV
**SMILES**: O=C(CCC1CCCCC1)Nc1ccccc1C(=O)N1CCOCC1
**ΔE to the lowest compared entry with this formula, charge and spin**: 10.0 kcal per mole
**Frontier orbital gap**: 9.276 eV
**HOMO level**: -0.31758 Ha

Last columns: bonded neighbours and bond lengths (Å).
Geometry (Å):
1 O -1.04140 -1.13104 2.11225  C2 1.211
2 C -0.67213 -0.23534 1.38580  O1 1.211, C3 1.520, N11 1.365
3 C -1.27861 1.15864 1.41477  C2 1.520, C4 1.529, H26 1.090, H27 1.094
4 C -2.78916 1.08566 1.63952  C3 1.529, C5 1.533, H28 1.092, H29 1.092
5 C -3.54324 0.44926 0.46661  C4 1.533, C6 1.531, C10 1.530, H30 1.096
6 C -4.97615 0.11431 0.88741  C5 1.531, C7 1.525, H31 1.092, H32 1.093
7 C -5.74806 -0.54008 -0.25402  C6 1.525, C8 1.525, H33 1.092, H34 1.092
8 C -5.77032 0.37178 -1.47599  C7 1.525, C9 1.525, H35 1.092, H36 1.093
9 C -4.34621 0.70596 -1.90629  C8 1.525, C10 1.526, H37 1.092, H38 1.093
10 C -3.57705 1.36020 -0.76186  C5 1.530, C9 1.526, H39 1.092, H40 1.093
11 N 0.34764 -0.34795 0.48573  C2 1.365, C12 1.390, H41 1.018
12 C 1.11000 -1.46627 0.16986  N11 1.390, C13 1.394, C17 1.408
13 C 0.71751 -2.75938 0.51103  C12 1.394, C14 1.381, H42 1.077
14 C 1.46365 -3.84656 0.10149  C13 1.381, C15 1.386, H43 1.080
15 C 2.60400 -3.66946 -0.66667  C14 1.386, C16 1.382, H44 1.079
16 C 3.02340 -2.39076 -0.97974  C15 1.382, C17 1.392, H45 1.080
17 C 2.31053 -1.27869 -0.54067  C12 1.408, C16 1.392, C18 1.487
18 C 2.75845 0.09670 -0.88716  C17 1.487, O19 1.229, N20 1.354
19 O 1.96941 0.94349 -1.30099  C18 1.229
20 N 4.07677 0.37571 -0.75491  C18 1.354, C21 1.446, C25 1.452
21 C 5.01780 -0.32854 0.08800  N20 1.446, C22 1.537, H46 1.096, H47 1.089
22 C 5.38661 0.56440 1.28400  C21 1.537, O23 1.406, H48 1.102, H49 1.091
23 O 5.89120 1.80942 0.86933  C22 1.406, C24 1.411
24 C 4.94653 2.49881 0.08022  O23 1.411, C25 1.530, H50 1.101, H51 1.091
25 C 4.56879 1.68103 -1.15669  N20 1.452, C24 1.530, H52 1.095, H53 1.090
26 H -1.04218 1.69940 0.49864  C3 1.090
27 H -0.81928 1.69257 2.25162  C3 1.094
28 H -2.96219 0.48309 2.53348  C4 1.092
29 H -3.17980 2.08893 1.82316  C4 1.092
30 H -3.03735 -0.48496 0.19840  C5 1.096
31 H -4.95533 -0.55645 1.74880  C6 1.092
32 H -5.48521 1.03302 1.19024  C6 1.093
33 H -6.76859 -0.75997 0.06725  C7 1.092
34 H -5.26914 -1.48603 -0.51737  C7 1.092
35 H -6.30462 -0.11328 -2.29583  C8 1.092
36 H -6.30101 1.29477 -1.23010  C8 1.093
37 H -4.36420 1.37544 -2.76934  C9 1.092
38 H -3.83444 -0.21171 -2.20607  C9 1.093
39 H -2.56325 1.58612 -1.09756  C10 1.092
40 H -4.06016 2.30371 -0.49444  C10 1.093
41 H 0.60458 0.47215 -0.05957  N11 1.018
42 H -0.18211 -2.89599 1.08718  C13 1.077
43 H 1.13965 -4.84212 0.36469  C14 1.080
44 H 3.16430 -4.52219 -1.01830  C15 1.079
45 H 3.90194 -2.24604 -1.59183  C16 1.080
46 H 5.92138 -0.54426 -0.49329  C21 1.096
47 H 4.58691 -1.25904 0.45353  C21 1.089
48 H 4.49278 0.70938 1.91179  C22 1.102
49 H 6.17237 0.09630 1.87873  C22 1.091
50 H 4.04181 2.70573 0.67196  C24 1.101
51 H 5.41488 3.44101 -0.20658  C24 1.091
52 H 5.45365 1.53713 -1.78527  C25 1.095
53 H 3.78463 2.18200 -1.72495  C25 1.090

Now the Löwdin charges, all in e: 0.076 -0.461 -0.098 -0.166 -0.337 -0.173 -0.205 -0.213 -0.203 -0.169 0.148 -0.148 0.003 -0.067 -0.082 -0.050 -0.082 -0.386 0.046 -0.042 -0.120 -0.182 -0.128 -0.178 -0.106 0.106 0.127 0.114 0.121 0.146 0.117 0.122 0.107 0.114 0.106 0.112 0.107 0.115 0.108 0.123 0.111 0.104 0.106 0.102 0.120 0.136 0.119 0.133 0.129 0.132 0.128 0.135 0.125